[1]
C51H40ClGeIN3O10SV as an isolated structure, computed with wB97M-V/def2-TZVPD.

The geometry in XYZ format:
```
109
Properties=species:S:1:pos:R:3
V 0.758 -0.882 2.189
C -6.651 -0.447 0.745
C -5.636 -1.565 0.885
C -5.920 -2.872 0.401
C -4.990 -3.883 0.549
C -3.751 -3.652 1.191
C -3.470 -2.366 1.612
C -4.427 -1.403 1.522
S -2.598 -5.035 1.306
O -2.302 -5.461 -0.078
O -3.347 -5.926 2.145
N -1.244 -4.647 1.946
C -1.274 -4.357 3.345
C -0.174 -3.316 3.702
O 0.868 -3.582 4.289
O -0.395 -2.158 3.142
H -7.696 -0.691 0.973
H -6.653 -0.106 -0.303
H -6.309 0.404 1.371
H -6.868 -3.100 0.028
H -5.208 -4.899 0.253
H -2.508 -2.146 1.975
H -4.185 -0.530 2.036
H -1.110 -5.239 4.027
H -2.234 -3.971 3.732
O 2.866 -0.432 7.552
C 3.515 -1.432 6.915
O 4.356 -2.100 7.549
C 3.253 -1.654 5.459
C 3.899 -2.627 4.733
Cl 4.971 -3.967 5.071
N 3.410 -2.566 3.493
N 2.500 -1.607 3.386
C 2.383 -1.030 4.583
C 1.382 0.070 4.727
O 1.090 0.633 5.772
O 0.800 0.431 3.655
C 3.657 -3.392 2.379
C 4.586 -3.015 1.429
C 4.789 -3.763 0.276
C 4.076 -4.991 0.110
C 3.204 -5.440 1.139
C 2.901 -4.588 2.205
H 2.236 -0.027 6.855
H 5.161 -2.132 1.637
H 5.438 -3.383 -0.524
H 4.187 -5.573 -0.804
H 2.652 -6.329 1.066
H 2.170 -4.844 2.973
I 0.323 -3.102 0.296
C 1.684 -2.110 -0.945
C 1.812 -2.475 -2.266
C 2.813 -1.907 -3.110
C 3.610 -0.881 -2.630
C 3.476 -0.401 -1.283
C 4.267 0.641 -0.710
C 4.084 1.022 0.578
C 3.165 0.370 1.395
C 2.310 -0.593 0.892
C 2.479 -1.014 -0.458
H 1.239 -3.210 -2.731
H 2.936 -2.305 -4.131
H 4.335 -0.384 -3.315
H 5.021 1.148 -1.337
H 4.660 1.905 0.940
H 3.100 0.702 2.427
O -1.434 1.040 -0.539
C -0.566 1.096 0.318
O -0.512 0.328 1.320
C 0.516 2.209 0.269
C -0.220 3.525 -0.228
Ge -0.909 3.529 -2.069
C -0.320 5.207 -2.919
C -0.319 6.340 -2.081
C 0.147 7.548 -2.579
C 0.759 7.575 -3.840
C 0.810 6.477 -4.646
C 0.325 5.246 -4.184
C -0.207 2.121 -3.166
C 1.147 2.112 -3.497
C 1.760 1.167 -4.331
C 0.939 0.192 -4.872
C -0.384 0.081 -4.456
C -0.977 1.020 -3.596
C -2.921 3.572 -2.181
C -3.726 3.529 -1.034
C -5.083 3.577 -1.086
C -5.730 3.737 -2.302
C -4.955 3.882 -3.428
C -3.534 3.764 -3.382
H 1.245 1.826 -0.466
H 0.977 2.400 1.247
H 0.464 4.393 -0.135
H -1.090 3.765 0.406
H -0.730 6.333 -1.070
H 0.089 8.451 -1.998
H 1.112 8.488 -4.229
H 1.198 6.457 -5.641
H 0.283 4.358 -4.766
H 1.741 2.972 -3.148
H 2.759 1.338 -4.551
H 1.234 -0.434 -5.701
H -1.004 -0.582 -5.071
H -2.008 0.953 -3.364
H -3.308 3.332 -0.054
H -5.693 3.467 -0.206
H -6.836 3.786 -2.288
H -5.471 4.069 -4.380
H -3.037 3.936 -4.310
```

The HOMO-LUMO gap (alpha / beta) is 7.0 / 7.0 eV. Its expectation value of S² is 2.0154. Its spin multiplicity is 3. Its LUMO energy (alpha / beta) is 3.7 / 3.7 eV. The net charge is -2.

[2]
C51H40GeN6O3PtS as an isolated structure, computed with wB97M-V/def2-TZVPD.

The geometry in XYZ format:
```
103
Properties=species:S:1:pos:R:3
Pt 0.980 -0.680 0.105
C -12.477 1.844 -0.507
O -11.918 0.590 -0.250
C -10.518 0.538 -0.222
C -9.950 -0.689 0.114
C -8.583 -0.853 0.163
C -7.689 0.229 -0.133
C -8.305 1.474 -0.470
C -9.673 1.621 -0.513
C -6.289 0.098 -0.100
N -5.378 1.072 -0.350
C -4.170 0.489 -0.195
C -4.266 -0.852 0.150
N -5.631 -1.095 0.208
C -3.169 -1.711 0.388
C -3.215 -3.072 0.687
C -1.993 -3.777 0.820
C -0.797 -3.114 0.729
N -0.719 -1.778 0.536
C -1.884 -1.093 0.270
C -1.746 0.229 -0.149
N -0.456 0.694 -0.337
C -0.275 1.984 -0.608
C -1.318 2.878 -0.780
C -2.636 2.411 -0.672
C -2.866 1.092 -0.360
H -13.559 1.725 -0.460
H -12.206 2.221 -1.501
H -12.167 2.591 0.235
H -10.608 -1.520 0.344
H -8.196 -1.827 0.440
H -7.664 2.315 -0.693
H -10.077 2.590 -0.777
H -6.068 -1.970 0.421
H -4.165 -3.586 0.768
H -1.986 -4.845 1.000
H 0.153 -3.619 0.846
H 0.755 2.295 -0.701
H -1.093 3.914 -0.996
H -3.486 3.066 -0.819
C 0.420 -6.662 4.781
C 1.025 -5.418 4.186
C 0.249 -4.289 3.959
C 0.805 -3.134 3.423
C 2.150 -3.118 3.098
C 2.946 -4.233 3.319
C 2.380 -5.373 3.863
S 2.837 -1.650 2.374
O 2.075 -0.569 2.953
O 4.259 -1.627 2.680
N 2.579 -1.958 0.794
C 3.530 -1.336 -0.160
C 4.987 -1.631 -0.053
C 5.706 -1.968 -1.125
C 5.108 -2.005 -2.457
C 3.819 -1.669 -2.583
N 2.988 -1.411 -1.504
H -0.668 -6.633 4.723
H 0.694 -6.776 5.833
H 0.762 -7.557 4.257
H -0.811 -4.308 4.184
H 0.200 -2.257 3.241
H 3.995 -4.192 3.061
H 2.998 -6.249 4.035
H 5.431 -1.588 0.928
H 6.762 -2.188 -1.016
H 5.681 -2.322 -3.320
H 3.315 -1.680 -3.545
C 2.804 -0.125 -0.729
Ge 3.592 1.580 -1.175
C 5.559 1.800 -1.160
C 6.423 1.143 -2.038
C 7.792 1.366 -2.012
C 8.335 2.255 -1.094
C 7.498 2.914 -0.210
C 6.126 2.688 -0.247
C 2.995 2.789 0.237
C 2.628 4.126 0.097
C 2.165 4.860 1.182
C 2.059 4.260 2.430
C 2.436 2.935 2.592
C 2.907 2.213 1.505
C 2.969 2.141 -2.951
C 3.515 1.538 -4.086
C 3.076 1.863 -5.362
C 2.068 2.801 -5.533
C 1.499 3.400 -4.420
C 1.946 3.069 -3.146
H 6.033 0.422 -2.743
H 8.435 0.834 -2.703
H 9.405 2.424 -1.065
H 7.908 3.606 0.517
H 5.491 3.214 0.457
H 2.708 4.623 -0.865
H 1.872 5.894 1.047
H 1.670 4.823 3.271
H 2.335 2.439 3.548
H 3.169 1.176 1.654
H 4.289 0.788 -3.982
H 3.516 1.373 -6.222
H 1.716 3.051 -6.527
H 0.693 4.114 -4.535
H 1.453 3.526 -2.296
```

The HOMO-LUMO gap (alpha / beta) is 3.0 / 5.8 eV. Its expectation value of S² is 2.0682. Its spin multiplicity is 3. Its LUMO energy (alpha / beta) is 3.9 / 3.9 eV. The net charge is -2.

Going through the records in order, we get DFT total energy values of -7061.313724, -5116.097503 a.u..
Going through the records in order, we get energy relative to the best compared isomer or geometry (same formula, charge and spin) values of 0.0, 0.4 kcal/mol.
Going through the records in order, we get maximum force values of 2.9, 0.6 eV/A.